No. 1
This record from OMol25 describes a 9-piece molecular cluster, C11H38ClO12 overall in a non-equilibrium geometry. The level of theory is ωB97M-V/def2-TZVPD.

E_tot   -49105.71361 eV
ΔE to the lowest compared entry with this formula, charge and spin   296.3 kJ/mol
LUMO   2.377 eV
HOMO   -6.14 eV

Structure (ORCA input):
```
! RIJCOSX wB97M-V def2-TZVPD def2/J DEFGRID3
* xyz -1 1
Cl -0.10581 0.37582 0.23998
O 1.21608 0.40879 -0.22431
O -0.57136 -0.99161 0.33067
O -0.23244 0.94051 1.54223
O -0.88403 1.20986 -0.64996
C 0.03093 -7.02394 -2.43188
C 1.03188 -5.99140 -3.08739
O 1.73397 -5.46623 -2.01622
H -0.53977 -7.60474 -3.15650
H -0.63914 -6.52184 -1.73404
H 0.47202 -7.82678 -1.84112
H 0.59807 -5.22811 -3.73337
H 1.75014 -6.57264 -3.66564
H 1.27990 -4.67691 -1.71228
C -5.82802 3.24747 1.25009
C -6.04005 4.58728 0.55860
O -4.83556 5.04820 0.13427
H -6.75078 2.94918 1.74771
H -5.06570 3.23632 2.02911
H -5.54520 2.58208 0.43439
H -6.29819 5.37749 1.26361
H -6.74930 4.57824 -0.26904
H -4.28476 4.26254 0.10339
C -3.62078 -2.08593 7.83007
C -3.03563 -1.28226 6.71610
O -1.78528 -0.88239 7.11825
H -4.60477 -2.43884 7.52131
H -3.66890 -1.50982 8.75413
H -3.05212 -2.99524 8.02468
H -3.65488 -0.39805 6.56506
H -3.01989 -1.88206 5.80610
H -1.42702 -0.32179 6.42617
C -3.64560 -1.18294 -5.90097
O -2.54344 -0.30636 -5.89214
H -3.52881 -1.86126 -6.74615
H -3.79576 -1.72866 -4.96945
H -4.63330 -0.72476 -5.95230
H -2.40569 -0.08626 -4.96792
C 6.84909 3.93237 -1.12454
O 8.11999 3.56426 -1.52935
H 6.08507 3.15545 -1.09710
H 6.81226 4.49487 -0.19162
H 6.56724 4.56050 -1.96959
H 8.50937 3.20768 -0.72758
C 1.57987 6.09635 -0.31098
O 2.21552 5.28487 0.63555
H 1.75258 5.76741 -1.33571
H 0.49143 6.05474 -0.27009
H 1.92706 7.12279 -0.19265
H 1.96197 4.37160 0.48306
C 4.07773 1.07451 -5.36410
O 5.45519 0.67589 -5.60117
H 3.59368 0.24667 -4.84596
H 4.06626 1.92546 -4.68303
H 3.46750 1.24922 -6.25022
H 5.69789 0.03315 -4.93065
C 2.89007 -4.06609 4.16857
O 1.72217 -4.57054 3.55177
H 3.56937 -3.64005 3.43024
H 2.62090 -3.17602 4.73727
H 3.40226 -4.68563 4.90473
H 1.24481 -3.89248 3.06806
*
```

Partial atomic charges computed with the Löwdin method, in multiples of e: Cl 0.568; O -0.373; O -0.397; O -0.393; O -0.405; C -0.087; C -0.315; O -0.080; H 0.054; H 0.064; H 0.063; H 0.109; H 0.100; H 0.093; C -0.080; C -0.380; O -0.069; H 0.070; H 0.084; H 0.081; H 0.107; H 0.107; H 0.080; C -0.102; C -0.380; O -0.061; H 0.072; H 0.076; H 0.074; H 0.111; H 0.116; H 0.094; C -0.190; O -0.106; H 0.076; H 0.075; H 0.066; H 0.079; C -0.200; O -0.109; H 0.077; H 0.080; H 0.079; H 0.072; C -0.191; O -0.111; H 0.071; H 0.073; H 0.076; H 0.082; C -0.138; O -0.143; H 0.073; H 0.071; H 0.073; H 0.063; C -0.178; O -0.120; H 0.073; H 0.068; H 0.076; H 0.081


No. 2
This record from OMol25 describes a 8-piece molecular cluster, C11H38N10O8 overall in a non-equilibrium geometry. The level of theory is ωB97M-V/def2-TZVPD.

Structure (SMILES)   NC(N)=O.NC(N)=O.NC(N)=O.NC(N)=O.NC(N)=O.CCO.CCO.CCO
E_tot   -43303.31995 eV
ΔE to the lowest compared entry with this formula, charge and spin   621.8 kJ/mol
LUMO   -0.216 eV
HOMO   -9.74 eV

Structure (ORCA input):
```
! RIJCOSX wB97M-V def2-TZVPD def2/J DEFGRID3
* xyz 0 1
N -7.32753 3.06903 -2.66658
C -8.08538 2.02942 -2.50693
N -8.27039 1.60623 -3.69020
O -8.49291 1.63984 -1.44154
H -6.93919 3.70034 -1.98047
H -7.06544 3.03996 -3.64156
H -8.84312 0.78977 -3.84975
H -8.15416 2.18515 -4.50962
N 3.69837 0.53910 -4.15890
C 3.34849 -0.59194 -4.61987
N 3.33306 -1.46197 -3.63331
O 2.79165 -0.78496 -5.67322
H 3.59565 0.68742 -3.16514
H 3.67758 1.24295 -4.88295
H 2.80302 -2.28200 -3.89161
H 3.63301 -1.23026 -2.69712
N 2.70618 -6.36994 3.39494
C 2.78013 -6.62935 2.11007
N 2.08226 -5.82142 1.37858
O 3.38725 -7.58900 1.64926
H 3.19699 -7.05040 3.95725
H 2.40721 -5.46137 3.71931
H 2.34794 -5.87694 0.40573
H 1.58082 -5.03263 1.76129
N 7.55375 -0.23310 2.57801
C 7.21640 0.59289 1.65357
N 8.06122 1.59614 1.64908
O 6.23993 0.44041 0.93258
H 8.42566 -0.08752 3.06656
H 7.05050 -1.10675 2.51821
H 8.98692 1.67878 2.04452
H 7.74912 2.34849 1.05187
N 0.20625 6.28292 -1.83021
C -0.42431 7.12261 -1.04795
N -0.06044 6.90317 0.17253
O -1.06241 8.13343 -1.33944
H 0.64638 5.50713 -1.35636
H 0.33055 6.44931 -2.81863
H -0.45358 7.54296 0.84797
H 0.41024 6.07090 0.49794
C 1.55712 0.61332 7.71049
C 2.89799 -0.09717 7.54010
O 2.74592 -1.57720 7.47322
H 1.29045 0.48827 8.75995
H 0.71895 0.23513 7.12520
H 1.56737 1.69582 7.58332
H 3.56899 0.29608 8.30378
H 3.39504 0.20940 6.61975
H 3.54175 -1.97190 7.83716
C -1.54801 0.75324 0.62841
C -0.22898 1.06091 1.37194
O 0.71101 1.90772 0.69148
H -2.04527 1.70190 0.42619
H -2.35568 0.29631 1.20023
H -1.39013 0.17330 -0.28090
H 0.21550 0.10810 1.65948
H -0.22706 1.47865 2.37872
H 1.55707 1.55936 0.98206
C -6.36692 -3.69323 -4.54610
C -6.66213 -3.64997 -6.01538
O -7.99607 -4.04412 -6.32500
H -6.24267 -4.57846 -3.92238
H -7.18682 -3.10547 -4.13333
H -5.45651 -3.13699 -4.32277
H -5.95599 -4.23034 -6.60919
H -6.60051 -2.60440 -6.31719
H -8.57240 -3.47728 -5.80717
*
```

Partial atomic charges computed with the Löwdin method, in multiples of e: N 0.151; C -0.822; N 0.142; O 0.056; H 0.128; H 0.099; H 0.128; H 0.118; N 0.159; C -0.821; N 0.147; O 0.045; H 0.119; H 0.127; H 0.117; H 0.108; N 0.157; C -0.796; N 0.159; O 0.020; H 0.119; H 0.108; H 0.123; H 0.111; N 0.158; C -0.801; N 0.152; O 0.021; H 0.115; H 0.126; H 0.114; H 0.115; N 0.158; C -0.777; N 0.144; O 0.017; H 0.105; H 0.121; H 0.122; H 0.110; C -0.097; C -0.281; O -0.095; H 0.068; H 0.072; H 0.071; H 0.103; H 0.095; H 0.065; C -0.073; C -0.318; O -0.092; H 0.067; H 0.071; H 0.073; H 0.096; H 0.103; H 0.073; C -0.098; C -0.327; O -0.082; H 0.076; H 0.068; H 0.073; H 0.114; H 0.106; H 0.071


No. 3
This record from OMol25 describes a 9-piece molecular cluster, C11H38NO11 overall in a non-equilibrium geometry. The level of theory is ωB97M-V/def2-TZVPD.

E_tot   -36034.50446 eV
LUMO   2.759 eV
HOMO   -7.17 eV

Structure (ORCA input):
```
! RIJCOSX wB97M-V def2-TZVPD def2/J DEFGRID3
* xyz -1 1
N -0.09113 -0.21693 0.19257
O -1.11551 0.45295 0.46119
O -0.13550 -1.41567 0.32298
O 0.86344 0.44229 -0.17886
C 2.11624 -0.62322 2.92501
O 1.20251 -1.73734 2.80514
H 2.10077 -0.31249 3.96966
H 3.14288 -0.96290 2.78814
H 1.93465 0.23578 2.27906
H 1.00135 -1.86632 1.87536
C -0.84999 -3.98189 -1.49409
O -0.19364 -4.12986 -0.27782
H -1.84574 -3.56332 -1.34788
H -0.32298 -3.35146 -2.21027
H -0.91629 -4.94543 -1.99935
H -0.17171 -3.23355 0.06534
C -4.38583 -1.82964 3.66120
C -3.20889 -1.12313 3.05130
C -2.38137 -0.30361 3.98983
O -2.35931 -2.22116 2.60471
H -4.14757 -2.35099 4.58830
H -4.81676 -2.54388 2.95959
H -5.26449 -1.20041 3.80311
H -3.49345 -0.50137 2.20246
H -1.95166 -0.86094 4.82219
H -2.87846 0.58547 4.37783
H -1.51819 0.11253 3.47036
H -1.64556 -1.85217 2.07934
C -0.10501 3.21813 -2.71911
C -0.87702 2.19825 -3.57793
C -0.55840 0.75149 -3.26179
O -2.25029 2.39636 -3.40131
H 0.95670 2.97722 -2.66593
H -0.52352 3.14173 -1.71556
H -0.15346 4.19485 -3.20054
H -0.69061 2.40816 -4.63116
H 0.52616 0.64751 -3.29383
H -1.00754 0.11875 -4.02731
H -0.93612 0.37204 -2.31234
H -2.74474 1.69695 -3.83483
C 3.69656 0.63901 -2.31562
C 3.90182 -0.73359 -1.68678
C 4.18736 -0.69435 -0.20787
O 2.72464 -1.40518 -1.96718
H 4.31052 1.32619 -1.73345
H 2.68446 1.04344 -2.32946
H 4.05151 0.69115 -3.34488
H 4.72748 -1.19975 -2.22444
H 5.13689 -0.21453 0.02932
H 4.08430 -1.73148 0.11124
H 3.41845 -0.10933 0.29674
H 2.05057 -0.90459 -1.50174
O -2.96262 2.32362 -0.42705
H -2.84181 2.38376 -1.37469
H -2.50276 1.52226 -0.17687
O -0.63407 2.81171 1.93522
H -1.47253 3.27330 1.94718
H -0.77316 2.07687 1.33780
O 2.30522 2.82219 0.01058
H 1.78749 3.21977 0.71067
H 1.81548 2.03690 -0.23375
*
```

Partial atomic charges computed with the Löwdin method, in multiples of e: N -0.543; O -0.051; O 0.004; O -0.009; C -0.140; O -0.120; H 0.072; H 0.063; H 0.066; H 0.026; C -0.198; O -0.111; H 0.077; H 0.070; H 0.071; H 0.019; C -0.072; C -0.474; C -0.065; O -0.065; H 0.081; H 0.074; H 0.071; H 0.133; H 0.084; H 0.077; H 0.067; H 0.042; C -0.022; C -0.497; C -0.040; O -0.062; H 0.068; H 0.081; H 0.077; H 0.126; H 0.072; H 0.079; H 0.075; H 0.095; C -0.053; C -0.519; C -0.051; O -0.049; H 0.075; H 0.054; H 0.072; H 0.132; H 0.083; H 0.088; H 0.057; H 0.046; O -0.062; H -0.009; H -0.021; O -0.061; H 0.027; H -0.031; O -0.067; H 0.019; H -0.033


No. 4
This record from OMol25 describes C11H38O8 as an isolated structure in a non-equilibrium geometry. The level of theory is ωB97M-V/def2-TZVPD.

E_tot   -28384.62749 eV
ΔE to the lowest compared entry with this formula, charge and spin   1765.5 kJ/mol
LUMO   0.130 eV
HOMO   -7.99 eV

Structure (ORCA input):
```
! RIJCOSX wB97M-V def2-TZVPD def2/J DEFGRID3
* xyz 0 1
C 0.48192 0.05225 0.47003
O -0.72936 -0.39949 0.02634
H 0.61414 -0.37284 1.46498
H 1.36061 -0.31726 -0.05860
H 0.51208 1.13965 0.40113
H -0.73398 -0.31825 -0.93021
C -3.10974 -0.83719 -0.57317
O -4.14187 -1.02740 0.40607
H -3.21329 -1.58778 -1.35675
H -3.17164 0.16534 -0.99650
H -2.21454 -0.92863 0.04195
H -4.93444 -0.94183 -0.12882
C 1.90521 0.59402 3.08318
O 1.05522 1.43743 3.82678
H 2.89930 0.54787 3.52789
H 1.41507 -0.37348 2.97448
H 2.05702 1.03999 2.10024
H 1.49347 2.26469 4.03935
C 3.13355 0.48857 -2.18931
O 2.24583 1.40432 -1.49347
H 4.13418 0.52391 -1.75850
H 2.68676 -0.50565 -2.18892
H 3.28602 0.77825 -3.22899
H 2.34751 1.24026 -0.55308
C 0.01957 2.81389 -1.06006
O -0.94498 3.83502 -1.29273
H 0.92658 2.78841 -1.66404
H 0.32871 2.98129 -0.02831
H -0.43155 1.82316 -1.00491
H -0.47065 4.66960 -1.28333
C -1.24382 2.02695 3.13863
C -0.66121 1.16217 2.05708
O -1.74481 0.55977 1.37961
H -0.45390 2.67781 3.51344
H -1.71805 1.57275 4.00863
H -1.88525 2.77453 2.67193
H -0.07090 0.34888 2.47921
H -0.11379 1.77662 1.34232
H -1.39103 -0.01858 0.69995
C -0.62718 -1.76034 -3.27702
C 0.30195 -1.02892 -2.23389
O -0.26566 0.23907 -1.86325
H -1.62939 -1.82091 -2.85274
H -0.20176 -2.73668 -3.50914
H -0.61659 -1.20583 -4.21537
H 1.30744 -0.88825 -2.63050
H 0.39354 -1.66773 -1.35546
H -0.28016 0.82225 -2.62568
C 0.18413 -3.59175 -0.34068
C 0.50986 -2.61134 0.74955
O -0.61429 -1.89764 1.22940
H -0.29140 -3.15435 -1.21855
H -0.54299 -4.31792 0.02275
H 1.12450 -4.09862 -0.55727
H 1.28693 -1.91692 0.43011
H 0.91098 -3.16515 1.59837
H -0.47388 -1.05789 0.78590
*
```

Partial atomic charges computed with the Löwdin method, in multiples of e: C -0.179; O -0.082; H 0.073; H 0.107; H 0.063; H -0.052; C -0.121; O -0.083; H 0.083; H 0.105; H 0.062; H 0.066; C -0.127; O -0.152; H 0.093; H 0.098; H 0.085; H 0.099; C -0.097; O -0.153; H 0.088; H 0.048; H 0.092; H 0.065; C -0.148; O -0.085; H 0.078; H 0.086; H 0.069; H 0.076; C -0.055; C -0.346; O -0.015; H 0.053; H 0.089; H 0.079; H 0.074; H 0.077; H -0.258; C -0.020; C -0.200; O -0.067; H 0.065; H 0.082; H 0.077; H 0.087; H 0.074; H 0.158; C -0.065; C -0.305; O -0.044; H 0.045; H 0.090; H 0.088; H 0.094; H 0.121; H -0.237